Record 1
The following is a quantum chemistry calculation of the ion C3H7N2O2 with charge +1 at a distorted geometry, from the Open Molecules 2025 dataset.

Structure (ORCA input):
```
! wB97M-V def2-TZVPD RIJCOSX def2/J DEFGRID3
* xyz 1 1
C 0.12 -0.59 0.31
C 1.39 -1.20 -0.41
C -1.24 1.29 -0.11
N -0.02 0.71 -0.11
N 3.22 0.25 -0.53
O 4.17 0.83 -0.04
O 2.60 -0.65 0.20
H -0.88 -1.21 0.16
H 0.38 -0.41 1.37
H 1.42 -2.22 -0.11
H 1.27 -0.99 -1.40
H -1.19 1.20 -1.26
H -2.13 0.72 0.17
H -1.11 2.37 0.15
*
```

## Properties
electronic energy	-10285.00468	eV
E_HOMO	-13.656	eV
gap between HOMO and LUMO	5.3981	eV
LUMO	-0.303	Eh
energy above the lowest of the compared OMol25 structures with the same formula, charge and spin	180.0	kcal per mole

---

Record 2
The following is a quantum chemistry calculation of a structure of composition C31H36AuGeIN2O4S, from the Open Molecules 2025 dataset.

Structure (ORCA input):
```
! wB97M-V def2-TZVPD RIJCOSX def2/J DEFGRID3
* xyz 0 1
Au -0.61 0.39 -1.51
C -2.79 -5.71 1.44
C -2.44 -4.79 0.30
C -1.17 -4.80 -0.26
C -0.85 -3.96 -1.32
C -1.81 -3.09 -1.81
C -3.08 -3.06 -1.26
C -3.39 -3.91 -0.21
S -1.44 -2.03 -3.19
O -1.09 -2.87 -4.30
O -2.56 -1.13 -3.29
N -0.15 -1.15 -2.74
C 1.13 -1.26 -3.30
C 1.72 -2.43 -3.68
C 3.01 -2.45 -4.25
C 3.72 -1.30 -4.44
C 3.15 -0.06 -4.06
C 3.80 1.18 -4.24
C 3.18 2.34 -3.89
C 1.88 2.26 -3.35
N 1.25 1.13 -3.15
C 1.85 -0.03 -3.50
H -1.91 -6.25 1.80
H -3.53 -6.45 1.13
H -3.21 -5.16 2.28
H -0.41 -5.48 0.13
H 0.15 -3.98 -1.74
H -3.81 -2.36 -1.65
H -4.38 -3.89 0.22
H 1.18 -3.36 -3.59
H 3.44 -3.40 -4.55
H 4.72 -1.31 -4.87
H 4.80 1.18 -4.67
H 3.66 3.30 -4.03
H 1.34 3.16 -3.06
I -2.35 8.15 2.64
C -1.99 6.43 1.51
C -1.68 5.24 2.16
C -1.44 4.10 1.41
C -1.52 4.15 0.02
C -1.83 5.35 -0.61
C -2.07 6.49 0.13
C -1.27 2.94 -0.82
O -1.23 2.99 -2.04
O -1.09 1.83 -0.15
H -1.62 5.21 3.24
H -1.20 3.17 1.89
H -1.89 5.37 -1.69
H -2.32 7.42 -0.36
C -2.07 0.67 3.71
C -0.84 -0.22 3.73
C -1.01 -1.52 2.95
C -1.27 -1.33 1.45
Ge 0.28 -0.85 0.37
C 1.57 0.46 1.04
C 2.56 -0.17 2.02
C 3.56 0.84 2.60
C 2.90 1.89 3.49
H -1.93 1.55 4.35
H -2.95 0.13 4.08
H -2.30 1.03 2.71
H -0.59 -0.47 4.77
H 0.02 0.34 3.34
H -1.86 -2.07 3.37
H -0.14 -2.16 3.10
H -2.03 -0.56 1.27
H -1.65 -2.25 1.01
H 1.04 -2.07 -0.17
H 1.01 1.29 1.48
H 2.11 0.86 0.18
H 3.11 -0.97 1.52
H 2.02 -0.64 2.85
H 4.09 1.33 1.78
H 4.31 0.30 3.18
H 2.20 2.51 2.94
H 3.65 2.56 3.92
H 2.36 1.42 4.31
*
```

## Properties
electronic energy	-123046.11485	eV
E_HOMO	-8.144	eV
gap between HOMO and LUMO	7.7043	eV
LUMO	-0.016	Eh
energy above the lowest of the compared OMol25 structures with the same formula, charge and spin	12.3	kcal per mole